C24H20B2Cl3F4N10O2W | wB97M-V/def2-TZVPD

Results
Energy above the lowest of the compared OMol25 structures with the same formula, charge and spin: 29.88 kcal/mol
HOMO (spin up / spin down): -9.55 / -11.05 eV
Expectation value of S²: 2.016
HOMO-LUMO gap (spin up / spin down): 5.170 / 6.070 eV
Net charge: +1
E_LUMO (spin up / spin down): -0.161 / -0.183 Eh
Multiplicity: 3

Each line ends with the Löwdin spin population.
CARTESIAN COORDINATES (ANGSTROEM)
W  0.583  -0.028  -0.071  0.7818
C  3.793  1.127  2.622  0.0025
C  3.306  0.484  1.489  0.0068
N  1.972  0.568  1.474  0.0134
N  1.580  1.254  2.575  0.0026
C  2.670  1.589  3.282  0.0029
B  0.091  1.343  2.939  0.0009
N  -0.413  -0.096  2.961  0.0006
C  -0.995  -0.843  3.904  -0.0002
C  -1.284  -2.083  3.367  0.0000
C  -0.839  -2.012  2.054  0.0003
N  -0.316  -0.805  1.818  -0.0026
N  -0.732  2.022  1.804  0.0039
C  -1.611  3.024  1.911  0.0009
C  -2.338  3.117  0.739  0.0015
C  -1.841  2.099  -0.062  0.0043
N  -0.873  1.440  0.586  0.0066
H  4.820  1.203  2.932  0.0005
H  3.831  -0.055  0.719  0.0012
H  2.561  2.113  4.218  0.0002
H  -0.061  1.925  3.970  0.0000
H  -1.162  -0.436  4.888  0.0000
H  -1.748  -2.920  3.857  0.0001
H  -0.859  -2.759  1.283  -0.0003
H  -1.669  3.590  2.826  0.0001
H  -3.130  3.806  0.507  0.0002
H  -2.137  1.814  -1.057  0.0000
O  -3.824  -0.316  -3.451  0.0006
C  -3.878  -1.430  -2.698  -0.0005
C  -5.050  -2.184  -2.770  0.0000
C  -5.165  -3.354  -2.054  -0.0005
C  -4.125  -3.810  -1.238  0.0000
C  -2.984  -3.054  -1.133  -0.0003
C  -2.844  -1.853  -1.848  0.0005
C  -1.648  -1.051  -1.654  -0.0018
O  -0.951  -1.222  -0.563  0.0438
N  -1.305  -0.120  -2.501  -0.0025
N  -0.225  0.560  -1.983  -0.0198
C  0.303  1.476  -2.697  0.0688
C  1.246  2.366  -2.022  0.0010
C  1.902  3.379  -2.671  0.0137
C  2.692  4.242  -1.907  -0.0008
C  2.741  4.057  -0.548  0.0128
C  2.051  2.990  0.035  0.0008
N  1.331  2.147  -0.692  0.0047
H  -2.918  0.035  -3.441  -0.0002
H  -5.846  -1.831  -3.410  0.0000
H  -6.075  -3.935  -2.138  0.0000
H  -4.220  -4.741  -0.697  0.0000
H  -2.165  -3.385  -0.510  0.0000
H  -0.019  1.620  -3.722  0.0022
H  1.800  3.494  -3.741  0.0004
H  3.242  5.042  -2.382  -0.0003
H  3.313  4.714  0.092  0.0006
H  2.080  2.839  1.100  -0.0001
Cl  4.639  -2.503  1.632  0.4104
C  2.686  -3.903  1.195  0.2797
Cl  3.215  -5.085  0.079  0.0453
Cl  2.207  -4.406  2.769  0.0392
C  1.996  -2.825  0.687  0.1256
N  1.491  -1.830  0.363  0.0934
F  2.223  -0.632  -3.826  0.0018
B  2.244  -1.618  -2.936  0.0010
F  2.175  -0.068  -1.162  0.0503
F  3.380  -2.163  -2.576  0.0002
F  1.089  -2.123  -2.516  0.0019



C17H25N3O3 | wB97M-V/def2-TZVPD

Results
Energy above the lowest of the compared OMol25 structures with the same formula, charge and spin: 66.74 kcal/mol
HOMO: -8.06 eV
HOMO-LUMO gap: 8.849 eV
E_LUMO: 0.029 Eh
Multiplicity: 1

Each line ends with the natural charge from an NBO analysis.
CARTESIAN COORDINATES (ANGSTROEM)
C  1.272  4.826  -2.581  -0.6086
H  1.593  5.721  -3.107  0.2081
H  0.189  4.752  -2.640  0.1993
H  1.559  4.914  -1.537  0.2165
C  1.937  3.596  -3.191  -0.2179
N  1.518  2.379  -2.511  -0.4701
C  2.282  1.998  -1.437  0.8096
O  3.329  2.550  -1.155  -0.6528
N  1.810  0.910  -0.714  -0.4894
C  2.730  0.338  0.251  -0.2179
H  3.741  0.403  -0.154  0.2333
C  2.336  -1.114  0.496  -0.2221
N  0.979  -1.173  1.008  -0.4384
C  0.581  -2.521  1.376  -0.2306
C  -0.709  -2.512  2.154  -0.0340
C  -0.870  -1.603  3.190  -0.2114
C  -2.035  -1.549  3.949  -0.2491
C  -3.027  -2.446  3.635  0.2128
C  -2.872  -3.364  2.597  0.2940
C  -1.727  -3.414  1.840  -0.2763
H  -1.624  -4.127  1.039  0.2226
O  -4.004  -4.132  2.495  -0.4910
C  -4.873  -3.672  3.507  0.2371
O  -4.260  -2.615  4.212  -0.4783
H  -5.099  -4.497  4.202  0.1562
H  -5.812  -3.316  3.052  0.1562
H  -2.158  -0.841  4.751  0.2280
H  -0.066  -0.915  3.396  0.2279
H  0.480  -3.176  0.492  0.1689
H  1.372  -2.936  2.009  0.2097
C  0.062  -0.580  0.054  -0.2367
C  0.460  0.873  -0.187  -0.2106
H  -0.233  1.356  -0.871  0.2124
H  0.425  1.404  0.777  0.1883
H  -0.947  -0.623  0.470  0.2175
H  0.069  -1.129  -0.907  0.1627
H  3.008  -1.551  1.238  0.2043
H  2.438  -1.682  -0.447  0.1648
H  2.698  0.892  1.199  0.1853
C  0.717  1.448  -3.278  -0.2080
C  -0.704  1.947  -3.532  -0.6158
H  -0.691  2.855  -4.130  0.2062
H  -1.219  2.162  -2.598  0.2036
H  -1.266  1.189  -4.070  0.2137
H  0.698  0.493  -2.752  0.2169
H  1.206  1.281  -4.249  0.1855
H  1.684  3.511  -4.249  0.1878
H  3.023  3.690  -3.093  0.2299



C4H2CrO2 | wB97M-V/def2-TZVPD

Results
HOMO (spin up / spin down): -7.66 / -7.73 eV
Expectation value of S²: 6.052
HOMO-LUMO gap (spin up / spin down): 6.304 / 6.267 eV
E_LUMO (spin up / spin down): -0.050 / -0.054 Eh
Multiplicity: 5

Each line ends with the natural charge from an NBO analysis.
CARTESIAN COORDINATES (ANGSTROEM)
O  -1.444  0.748  -0.675  -0.7040
H  -2.275  0.684  -0.195  0.4676
C  -0.893  -1.766  0.067  -0.3381
C  -0.580  -0.779  0.811  -0.3422
C  -0.269  0.551  0.400  0.0300
C  1.034  0.810  0.083  0.1643
O  1.927  -0.147  -0.110  -0.7880
Cr  1.216  -1.908  -0.075  1.3364
H  1.283  1.808  -0.306  0.1741



C19H29N4O2P2Sn | wB97M-V/def2-TZVPD

Results
Energy above the lowest of the compared OMol25 structures with the same formula, charge and spin: 0.00 kcal/mol
HOMO: -10.30 eV
HOMO-LUMO gap: 6.884 eV
Net charge: +1
E_LUMO: -0.126 Eh
Multiplicity: 1

Each line ends with the natural charge from an NBO analysis.
CARTESIAN COORDINATES (ANGSTROEM)
C  -0.972  3.137  -2.842  -0.2787
C  -1.046  2.157  -1.813  0.2539
N  0.104  1.847  -1.104  -0.6107
C  1.285  2.359  -1.489  0.2634
C  1.395  3.313  -2.504  -0.3091
C  0.243  3.704  -3.188  -0.1096
C  -2.265  1.462  -1.561  -0.9142
P  -2.411  0.416  -0.134  1.0512
Sn  -0.024  0.263  0.707  1.4845
P  2.430  0.294  0.065  1.0379
C  2.547  1.927  -0.773  -0.7505
C  -0.316  -1.685  1.788  -0.4146
C  -0.995  -1.702  3.006  -0.2586
C  -0.896  -2.837  3.836  -0.1840
C  -0.140  -3.943  3.422  -0.1991
C  0.459  -3.940  2.157  -0.2041
C  0.347  -2.819  1.327  -0.2046
O  -1.593  -0.391  -3.873  -0.9608
O  0.861  -0.797  -3.414  -1.0243
H  -1.907  3.396  -3.342  0.2283
H  2.380  3.725  -2.729  0.2294
H  0.292  4.439  -3.987  0.2354
C  -3.527  1.063  1.147  -0.9549
C  -3.082  -1.178  -0.689  -0.9601
H  3.369  1.850  -1.500  0.2676
H  2.835  2.672  -0.013  0.2705
H  -2.049  0.374  -3.431  0.5169
H  -3.186  1.863  -2.015  0.2544
C  3.617  0.368  1.424  -0.9488
C  2.979  -0.850  -1.211  -0.9809
H  -1.595  -0.847  3.350  0.2174
H  -1.414  -2.836  4.803  0.2361
H  -0.030  -4.806  4.085  0.2340
H  1.019  -4.810  1.821  0.2252
H  0.801  -2.838  0.339  0.1996
H  0.060  -2.993  -2.778  0.0291
H  1.321  -1.009  -4.242  0.4750
H  -0.109  -0.576  -3.673  0.5078
H  -1.970  -0.477  -4.764  0.4977
H  -0.339  -3.237  -2.163  -0.0347
H  -4.507  1.281  0.697  0.2617
H  -3.659  0.325  1.952  0.2558
H  -3.119  1.984  1.585  0.2666
H  -4.175  -1.089  -0.785  0.2586
H  -2.640  -1.435  -1.662  0.2769
H  -2.837  -1.967  0.034  0.2602
H  3.969  -0.523  -1.567  0.2556
H  3.066  -1.861  -0.790  0.2605
H  2.245  -0.850  -2.046  0.3274
H  4.641  0.425  1.027  0.2676
H  3.409  1.245  2.054  0.2732
H  3.522  -0.546  2.025  0.2724
N  0.122  1.521  2.394  -0.8118
C  0.180  1.581  3.583  0.7167
N  0.199  1.973  4.781  -0.5914
C  0.448  1.225  5.839  0.4021
N  0.657  0.651  6.835  -0.3652



C3H9N2O | wB97M-V/def2-TZVPD

Results
Energy above the lowest of the compared OMol25 structures with the same formula, charge and spin: 86.26 kcal/mol
HOMO: -14.60 eV
HOMO-LUMO gap: 11.628 eV
Net charge: +1
E_LUMO: -0.109 Eh
Multiplicity: 1

Each line ends with the natural charge from an NBO analysis.
CARTESIAN COORDINATES (ANGSTROEM)
C  0.233  -1.977  -0.143  -0.2966
C  0.955  2.947  -0.666  0.0544
C  0.195  -1.002  1.104  0.3709
N  0.306  1.886  -0.831  -0.6794
N  -1.103  -1.809  0.299  -0.6654
O  0.145  0.244  1.197  -0.6380
H  0.460  -1.676  -1.252  0.2399
H  0.642  -2.968  -0.106  0.2581
H  1.184  3.739  -1.481  0.2049
H  1.159  3.086  0.363  0.1912
H  0.388  -1.408  2.096  0.2140
H  -0.233  1.732  -1.664  0.3761
H  -1.589  -0.944  -0.075  0.4323
H  -1.661  -2.592  0.665  0.4454
H  0.258  0.796  0.283  0.4922



C5H35N2O12 | wB97M-V/def2-TZVPD

Results
Energy above the lowest of the compared OMol25 structures with the same formula, charge and spin: 0.00 kcal/mol
HOMO: -12.97 eV
HOMO-LUMO gap: 10.406 eV
Net charge: +1
E_LUMO: -0.094 Eh
Multiplicity: 1

Each line ends with the natural charge from an NBO analysis.
CARTESIAN COORDINATES (ANGSTROEM)
N  -0.791  -1.165  1.023  -0.7651
C  0.042  -0.080  0.356  -0.1499
C  1.425  -0.650  0.046  -0.4263
C  1.428  -1.591  -1.161  -0.4135
C  1.524  -0.884  -2.505  -0.6059
C  0.098  1.089  1.336  0.6744
N  0.785  2.210  0.997  -0.8442
O  -0.505  1.014  2.406  -0.6585
H  -0.910  -1.993  0.367  0.4886
H  -0.313  -1.497  1.880  0.4682
H  -1.753  -0.810  1.244  0.4728
H  -0.433  0.240  -0.610  0.2282
H  1.835  -1.168  0.927  0.2338
H  2.133  0.200  -0.155  0.2342
H  2.283  -2.265  -1.070  0.2243
H  0.524  -2.263  -1.150  0.2103
H  2.463  -0.264  -2.543  0.2110
H  0.703  -0.155  -2.693  0.1778
H  1.560  -1.548  -3.319  0.2251
H  0.812  3.008  1.630  0.4175
H  1.273  2.294  0.078  0.4336
H  -2.515  -0.035  -3.195  0.5003
H  -1.501  -0.844  -2.578  0.5044
O  -1.596  -0.143  -3.209  -0.9351
H  -2.910  -1.361  -1.247  0.5160
H  -2.373  -2.804  -1.597  0.5013
O  -2.081  -1.939  -1.248  -1.0134
H  -0.719  2.737  -2.872  0.5076
H  -0.899  1.108  -2.598  0.5215
O  -0.558  2.038  -2.185  -1.0378
H  -2.849  1.070  0.893  0.4926
H  -2.657  0.836  2.365  0.5018
O  -2.978  0.388  1.569  -0.9721
H  1.880  -1.324  2.875  0.5240
H  1.256  -2.297  3.943  0.4980
O  1.190  -2.068  3.021  -1.0281
H  5.022  0.801  0.337  0.4956
H  3.671  1.359  -0.170  0.5004
O  4.135  1.073  0.626  -0.9679
H  -1.832  2.157  -1.033  0.5194
H  -3.077  3.009  -0.451  0.5150
O  -2.652  2.045  -0.507  -1.0165
H  -3.520  0.718  -1.246  0.5044
H  -4.814  -0.038  -1.608  0.5044
O  -3.863  0.003  -1.726  -0.9874
H  0.817  -3.221  1.682  0.4932
H  0.429  -4.543  1.124  0.4826
O  0.337  -3.619  0.999  -0.9812
H  3.369  0.329  2.008  0.5115
H  2.353  0.911  2.993  0.4932
O  2.806  0.050  2.716  -0.9757
H  1.082  1.932  -1.844  0.5181
H  2.333  2.918  -2.132  0.4959
O  2.043  2.182  -1.562  -1.0226



C5H9Cl | wB97M-V/def2-TZVPD

Results
Energy above the lowest of the compared OMol25 structures with the same formula, charge and spin: 23.70 kcal/mol
HOMO: -9.47 eV
HOMO-LUMO gap: 10.464 eV
E_LUMO: 0.036 Eh
Multiplicity: 1

Each line ends with the natural charge from an NBO analysis.
CARTESIAN COORDINATES (ANGSTROEM)
C  -0.521  1.484  0.441  -0.6061
C  -0.172  0.136  -0.146  -0.2625
C  -1.432  -0.585  -0.669  -0.5997
C  0.805  -0.977  0.443  -0.1866
C  2.127  -0.812  0.385  -0.2247
H  -1.085  2.140  -0.272  0.2145
H  0.328  2.084  0.794  0.2185
H  -1.250  1.448  1.218  0.2030
H  0.345  0.365  -1.085  0.2044
H  -2.202  0.048  -1.130  0.2097
H  -1.142  -1.300  -1.421  0.2079
H  -1.905  -1.170  0.070  0.1956
H  0.347  -1.764  1.049  0.2179
H  2.797  -1.545  0.731  0.2083
Cl  2.960  0.450  -0.408  -0.0003



C23H29N3O3 | wB97M-V/def2-TZVPD

Results
Energy above the lowest of the compared OMol25 structures with the same formula, charge and spin: 69.79 kcal/mol
HOMO: -9.36 eV
HOMO-LUMO gap: 9.973 eV
E_LUMO: 0.022 Eh
Multiplicity: 1

Each line ends with the natural charge from an NBO analysis.
CARTESIAN COORDINATES (ANGSTROEM)
C  -3.683  1.789  2.779  -0.6103
C  -3.761  1.541  1.282  -0.2075
C  -3.222  0.176  0.837  -0.2193
N  -3.056  0.329  -0.613  -0.4400
C  -2.260  -0.448  -1.396  0.6953
O  -1.921  -0.103  -2.519  -0.6428
C  -1.848  -1.784  -0.806  -0.4942
C  -0.913  -2.562  -1.726  -0.3171
C  0.497  -1.975  -1.865  -0.3952
C  1.345  -2.733  -0.832  -0.2190
N  0.625  -3.989  -0.705  -0.6168
C  -0.675  -3.936  -1.102  0.6811
O  -1.504  -4.809  -0.953  -0.6176
C  -3.410  1.689  -1.026  -0.2215
C  -3.130  2.492  0.241  -0.0516
N  -1.673  2.672  0.270  -0.6241
C  -0.798  2.608  1.319  0.6846
O  -1.044  2.930  2.463  -0.6059
C  0.518  2.007  0.922  -0.1294
C  1.934  2.223  1.499  -0.3526
C  2.071  1.064  0.462  -0.0540
C  3.268  0.272  0.079  0.0426
C  3.620  0.126  -1.257  -0.2351
C  4.701  -0.668  -1.620  -0.1964
C  5.440  -1.323  -0.646  -0.2219
C  5.096  -1.178  0.693  -0.2036
C  4.018  -0.385  1.052  -0.2261
C  1.167  1.894  -0.484  -0.3963
C  0.767  0.484  1.075  -0.3764
H  -2.705  1.562  3.190  0.2326
H  -3.900  2.830  3.015  0.2241
H  -4.428  1.166  3.280  0.2044
H  -4.822  1.569  1.010  0.2047
H  -2.261  -0.022  1.322  0.1928
H  -3.903  -0.639  1.089  0.2105
H  -1.382  -1.629  0.172  0.2176
H  -2.747  -2.376  -0.615  0.2550
H  -1.399  -2.685  -2.692  0.2487
H  0.878  -2.174  -2.866  0.2210
H  0.526  -0.898  -1.718  0.2166
H  2.368  -2.889  -1.173  0.2082
H  1.394  -2.203  0.125  0.1814
H  0.941  -4.759  -0.139  0.4066
H  -2.812  1.981  -1.887  0.2352
H  -4.463  1.753  -1.305  0.2051
H  -3.636  3.460  0.244  0.2104
H  -1.243  2.385  -0.596  0.3937
H  2.426  3.160  1.240  0.2033
H  2.068  1.960  2.547  0.2068
H  3.041  0.633  -2.020  0.2166
H  4.966  -0.773  -2.664  0.2150
H  6.282  -1.942  -0.926  0.2159
H  5.672  -1.683  1.458  0.2155
H  3.750  -0.275  2.097  0.2135
H  0.613  1.330  -1.240  0.2026
H  1.599  2.809  -0.890  0.2092
H  0.826  0.109  2.098  0.2091
H  0.181  -0.163  0.422  0.1949